[1]
This record from OMol25 describes C21H35ClGaO15 as an isolated structure. The level of theory is ωB97M-V/def2-TZVPD.

```
73
C21H35ClGaO15 ωB97M-V/def2-TZVPD
C -2.73031 -2.78730 3.25057
C -2.09678 -4.09406 2.74835
C -2.49894 -4.49970 1.33508
Cl -1.25961 -5.78403 0.82603
Ga -2.45595 -3.04267 -0.11491
O -0.96285 -1.90873 0.10589
C -2.47326 -3.77103 -2.04101
C -1.13636 -3.65634 -2.57479
O -0.82600 -2.84902 -3.36897
O -0.23631 -4.54025 -2.10896
H -3.50194 -2.97199 3.98944
H -3.16247 -2.18185 2.47043
H -1.96098 -2.21465 3.73797
H -1.02500 -4.06914 2.85937
H -2.44175 -4.88704 3.40668
H -3.43219 -5.03119 1.33199
H -3.80307 -2.16341 0.06769
H -0.24815 -2.48529 0.39969
H -2.85346 -4.78036 -2.12634
H -3.08010 -3.12223 -2.64475
H 0.57944 -4.05129 -1.94846
C 1.60184 1.60550 0.13425
C 0.32030 1.58613 0.92458
C 0.11525 2.77163 1.83073
O -0.74280 2.22619 2.84408
C -0.48820 0.89137 2.90461
O -0.90502 0.15834 3.74738
O 0.29871 0.50655 1.87904
H 1.82920 0.60904 -0.24603
H 1.51606 2.29262 -0.70412
H 2.45000 1.91209 0.75249
H -0.53122 1.44301 0.25336
H -0.35851 3.61520 1.33515
H 1.04074 3.10362 2.30870
C -0.06223 0.21145 -5.12733
C -0.45371 0.70820 -3.76153
C -1.80608 1.36324 -3.67860
O -1.63413 2.25187 -2.55836
C -0.32392 2.56909 -2.50244
O 0.13946 3.41321 -1.79940
O 0.40116 1.80057 -3.33595
H 1.01352 0.04452 -5.17250
H -0.57227 -0.71977 -5.36353
H -0.30598 0.94894 -5.89669
H -0.35639 -0.09299 -3.02749
H -2.61242 0.65809 -3.49601
H -2.04309 1.96835 -4.55769
C -0.20974 0.38587 6.99509
C 0.55250 -0.78252 7.56372
C -0.24537 -1.68862 8.46545
O 0.77759 -2.25039 9.30453
C 1.78479 -1.34218 9.37167
O 2.70270 -1.40818 10.12345
O 1.59491 -0.34969 8.46733
H 0.47650 1.14283 6.61788
H -0.85532 0.06457 6.17923
H -0.82582 0.86516 7.75913
H 1.02911 -1.34629 6.75767
H -0.77649 -2.46961 7.92727
H -0.94768 -1.14439 9.10099
C 2.55996 5.17668 -5.73619
C 2.75631 3.68555 -5.85455
C 4.10927 3.25521 -6.36928
O 3.81219 1.98056 -6.95603
C 2.51191 2.01617 -7.34921
O 1.99088 1.19551 -8.02804
O 1.89034 3.12008 -6.85721
H 1.50021 5.41609 -5.65958
H 3.07163 5.56165 -4.85479
H 2.94489 5.69584 -6.61600
H 2.52031 3.19984 -4.90337
H 4.85463 3.15355 -5.58412
H 4.49553 3.91220 -7.15273
```

**HOMO-LUMO gap**: 7.20 eV
**HOMO energy**: -5.247 eV
**Net charge**: -1

Here are the Mulliken charges for atoms 1 to 2, given in e: -0.803 -0.688

[2]
This record from OMol25 describes C21H35F3N4NiOSi as an isolated structure. The level of theory is ωB97M-V/def2-TZVPD.

```
66
C21H35F3N4NiOSi ωB97M-V/def2-TZVPD
Ni 0.11717 1.43267 -0.33722
F 6.33667 -0.15569 2.02384
C 5.94826 -0.60584 0.82748
F 5.96700 -1.93994 0.85386
F 6.81520 -0.18256 -0.08941
C 4.54244 -0.11606 0.52752
C 3.51852 -0.43143 1.41001
C 2.24698 0.01437 1.12444
N 1.97313 0.75380 0.03748
C 2.96727 1.05698 -0.80687
C 4.26624 0.63239 -0.60277
H 3.70461 -1.01670 2.30004
H 1.41630 -0.22703 1.77551
H 2.71188 1.65890 -1.67012
H 5.04143 0.88679 -1.31094
N 1.47026 5.32409 -0.42539
C 0.91303 5.30354 -1.67905
C 0.40456 4.05578 -1.83596
N 0.65289 3.32185 -0.68801
C 1.30063 4.12538 0.14110
H 1.93474 6.11091 0.00325
H 0.92688 6.15699 -2.33337
H -0.11597 3.64499 -2.68437
H 1.65562 3.87375 1.12691
O -0.09863 -1.36566 -0.37986
N -0.76272 -0.37512 -0.27626
C -4.72371 -0.43422 -1.88455
C -3.23637 -0.81871 -1.75977
C -3.09571 -2.31733 -2.07701
C -2.43995 -0.04615 -2.82987
Si -2.66120 -0.49020 0.02902
C -2.84900 1.32911 0.60773
C -2.72926 2.30367 -0.56799
C -1.81389 1.71949 1.67718
C -4.24328 1.54992 1.22775
C -2.98431 -1.81430 1.34573
C -2.21769 -3.12625 1.09886
C -4.49926 -2.10840 1.33991
C -2.59055 -1.33138 2.75187
H -5.05756 -0.64115 -2.90458
H -4.90720 0.62471 -1.69541
H -5.35901 -1.01393 -1.21395
H -3.43124 -2.48761 -3.10264
H -3.71120 -2.93879 -1.42968
H -2.06231 -2.66638 -2.01065
H -2.66736 -0.47898 -3.80670
H -1.35330 -0.12746 -2.71774
H -2.71113 1.00656 -2.88341
H -1.79570 2.21650 -1.15485
H -2.74958 3.33581 -0.20642
H -3.52897 2.18126 -1.29411
H -0.73714 1.59089 1.39627
H -1.90116 1.13868 2.59141
H -1.91616 2.77735 1.93114
H -5.03979 1.29117 0.52884
H -4.36947 2.60322 1.49198
H -4.38970 0.96537 2.13468
H -2.40886 -3.56930 0.12589
H -2.53942 -3.84584 1.85564
H -1.14072 -2.99922 1.20874
H -4.82516 -2.58872 0.41761
H -5.10866 -1.21502 1.49419
H -4.71950 -2.79675 2.15932
H -1.52629 -1.09119 2.82763
H -2.78182 -2.14339 3.45698
H -3.17147 -0.47440 3.09167
```

**HOMO-LUMO gap (spin up / spin down)**: 7.97 / 7.25 eV
**HOMO energy (spin up / spin down)**: -15.359 / -15.450 eV
**Net charge**: +2
**Spin multiplicity**: 3

Here are the Mulliken charges for atoms 1 to 2, given in e: -0.079 -0.227

[3]
This record from OMol25 describes C21H35FP2Zn as an isolated structure. The level of theory is ωB97M-V/def2-TZVPD.

```
60
C21H35FP2Zn ωB97M-V/def2-TZVPD
P 3.07198 -0.89026 -5.05337
P 2.69880 -4.16424 -2.58469
C 3.90749 -2.44424 -4.63685
C 3.00813 -3.66356 -4.31293
H 4.64787 -2.26114 -3.84322
H 4.48617 -2.65725 -5.55232
H 2.03400 -3.60146 -4.82652
H 3.50860 -4.54084 -4.75692
C 4.22458 -4.92911 -1.98366
H 4.11199 -5.23554 -0.93302
H 5.07621 -4.23805 -2.05055
H 4.44207 -5.82082 -2.59206
C 1.49357 -5.50105 -2.71941
H 2.02685 -6.45196 -2.84985
H 0.83970 -5.33678 -3.58590
H 0.88406 -5.55889 -1.80719
C 4.27416 0.36036 -5.49996
H 3.83981 1.36677 -5.39328
H 4.56600 0.20080 -6.54917
H 5.16428 0.27560 -4.85636
C 1.95825 -1.16770 -6.43418
H 1.39938 -2.10484 -6.31533
H 2.57684 -1.22858 -7.33808
H 1.25270 -0.32932 -6.52691
Zn -1.09800 0.60143 0.06458
C 2.11068 -2.98439 -1.35652
C 3.18018 -2.33633 -0.59622
C 4.10369 -1.37622 -1.14615
C 3.42711 0.02960 -1.42710
C 3.01045 0.31232 -2.78043
C 2.08650 -0.39500 -3.66668
C 0.98225 -1.43011 -3.20580
C 0.95592 -1.98347 -1.78335
C -1.07158 1.68114 -1.52699
H 1.62022 -3.67333 -0.63556
H 3.10923 -2.41261 0.48820
H 4.59274 -1.73013 -2.07398
H 4.90938 -1.21875 -0.40348
H 2.60079 0.18623 -0.70883
H 4.19366 0.79245 -1.18571
H 3.33422 1.27870 -3.18594
H 1.50783 0.41248 -4.17426
H 0.94275 -2.27705 -3.91587
H 0.01140 -0.91903 -3.36545
H 0.89384 -1.17364 -1.04009
H -0.00035 -2.53348 -1.67741
H -2.06854 1.67010 -1.99621
H -0.32223 1.29387 -2.23254
H -0.80064 2.70648 -1.23872
F -0.97342 -1.89934 5.58104
C -0.97339 -1.41087 4.29478
C -2.02582 -1.75176 3.45391
C -2.05472 -1.18481 2.16148
C -1.03287 -0.32639 1.75032
C 0.03779 -0.04284 2.60323
C 0.08002 -0.59364 3.89857
H -2.80966 -2.42742 3.78710
H -2.88232 -1.42030 1.49146
H 0.84521 0.61783 2.27454
H 0.90733 -0.37948 4.57139
```

**HOMO-LUMO gap**: 4.04 eV
**HOMO energy**: -3.919 eV
**Net charge**: 0

Here are the Mulliken charges for atoms 1 to 2, given in e: 1.032 1.357

[4]
This record from OMol25 describes an isolated ion of composition C21H35N2O and charge +1. The level of theory is ωB97M-V/def2-TZVPD.

```
59
C21H35N2O ωB97M-V/def2-TZVPD
C -7.13551 -1.60047 -1.32919
H -8.21841 -1.60481 -1.41835
C -6.66011 -0.30870 -0.67614
C -5.14047 -0.26917 -0.53433
C -4.65839 1.02099 0.12589
C -3.13898 1.05488 0.27204
C -2.64639 2.33957 0.93518
C -1.15548 2.31167 1.27405
C -0.24834 2.29137 0.04543
C 1.22556 2.25585 0.44087
C 2.14771 2.08374 -0.76461
C 3.59437 1.83622 -0.33653
C 4.46473 1.29445 -1.46826
H 4.44825 1.97284 -2.32212
H 5.50016 1.18300 -1.12350
O 4.02066 0.05185 -2.01862
C 4.00092 -1.03891 -1.17574
N 2.64090 -1.27639 -0.67374
C 1.58846 -1.41618 -1.47897
N 0.46285 -1.53038 -0.79129
C 0.78084 -1.45506 0.54946
C -0.01177 -1.49920 1.68972
C 0.63390 -1.37628 2.90218
C 2.02172 -1.22505 2.98282
C 2.81841 -1.18502 1.85687
C 2.17864 -1.29301 0.62715
H 3.88762 -1.07526 1.93722
H 2.48076 -1.13746 3.95453
H 0.05788 -1.39915 3.81335
H -1.08021 -1.62414 1.62937
C -0.85858 -1.72292 -1.32302
H -0.83289 -1.65684 -2.40831
H -1.53345 -0.96051 -0.93011
H -1.23905 -2.70377 -1.03333
H 1.66391 -1.41949 -2.55089
H 4.66787 -0.93259 -0.31305
H 4.29415 -1.92069 -1.76069
H 3.61040 1.14076 0.50685
H 4.04138 2.76820 0.00954
H 1.80019 1.24330 -1.37236
H 2.10038 2.97252 -1.39439
H 1.48400 3.17641 0.96547
H 1.38269 1.42897 1.14121
H -0.47192 1.41366 -0.56630
H -0.44294 3.17450 -0.56458
H -0.91501 3.19544 1.86745
H -0.94245 1.43446 1.89308
H -2.85504 3.18746 0.28099
H -3.20713 2.49100 1.85939
H -2.69341 0.96264 -0.72222
H -2.82197 0.19892 0.87675
H -5.11797 1.11446 1.11161
H -4.98161 1.87542 -0.47125
H -4.81560 -1.12635 0.06273
H -4.68635 -0.36328 -1.52500
H -6.98695 0.54308 -1.27561
H -7.11552 -0.21231 0.31142
H -6.71027 -1.70607 -2.32514
H -6.83833 -2.46262 -0.73555
```

**HOMO-LUMO gap**: 9.54 eV
**HOMO energy**: -12.813 eV
**Net charge**: +1
**SMILES string**: CCCCCCCCCCCCOCn1c[n+](C)c2ccccc21

Here are the Mulliken charges for atoms 1 to 2, given in e: -1.294 0.390

[5]
This record from OMol25 describes one molecule with the formula C21H35N3O4. The level of theory is ωB97M-V/def2-TZVPD.

```
63
C21H35N3O4 ωB97M-V/def2-TZVPD
C 0.70376 -2.32499 -1.09233
C 1.48359 -1.28364 -0.83913
C 1.50726 -0.01896 -1.64912
C 0.84198 1.20045 -0.97017
C -0.63150 1.25642 -1.33098
O -1.08501 2.07858 -2.11024
N -1.40011 0.31353 -0.73979
C -2.80082 0.17506 -1.06334
C -3.66586 1.15587 -0.26959
C -3.19429 -1.26587 -0.75498
O -2.52724 -1.96557 -0.00842
N -4.33762 -1.69095 -1.33184
C -4.85424 -3.03056 -1.10352
C -4.16518 -4.10525 -1.94420
C -4.35627 -3.85375 -3.43527
C -4.69695 -5.47646 -1.54426
C 1.19160 1.39046 0.53391
N 2.07206 2.48094 0.13253
C 2.84260 3.37976 0.79229
O 3.31736 4.34046 0.21637
C 3.07421 3.08248 2.27015
C 3.03398 4.37989 3.07013
C 4.39237 2.32451 2.49179
O 5.44406 3.22788 2.25851
C 4.38457 1.56031 3.84210
C 3.95083 0.29140 3.07601
C 4.46116 0.95204 1.77722
C 1.58994 2.53057 -1.24374
H 0.71754 -3.21091 -0.47159
H 0.01534 -2.32247 -1.93035
H 2.16086 -1.33081 0.00878
H 2.55123 0.24377 -1.84276
H 1.03729 -0.18150 -2.62174
H -0.99367 -0.43503 -0.19356
H -2.92753 0.37346 -2.13138
H -4.71794 1.06765 -0.54338
H -3.56624 0.96166 0.79906
H -3.33653 2.17199 -0.48050
H -4.80682 -1.08100 -1.97819
H -4.73082 -3.25932 -0.04439
H -5.92467 -3.01832 -1.32355
H -3.09790 -4.05946 -1.70870
H -5.41786 -3.88357 -3.69856
H -3.95839 -2.88302 -3.73572
H -3.84779 -4.61581 -4.02722
H -5.76900 -5.55008 -1.74755
H -4.19913 -6.26773 -2.10573
H -4.54161 -5.66907 -0.48143
H 0.33907 1.71514 1.13898
H 1.68147 0.55267 1.03028
H 2.27636 2.41683 2.61398
H 2.04655 4.83833 3.00664
H 3.26035 4.19453 4.12077
H 3.76333 5.07960 2.67060
H 6.27716 2.75233 2.33465
H 5.40160 1.46529 4.22702
H 3.73902 1.93626 4.63543
H 4.40980 -0.65016 3.36952
H 2.86780 0.16480 3.07921
H 3.90369 0.82299 0.84998
H 5.50506 0.68814 1.59278
H 2.37491 2.49282 -1.99884
H 0.93122 3.37540 -1.44265
```

**HOMO-LUMO gap**: 9.59 eV
**HOMO energy**: -9.012 eV
**Net charge**: 0
**SMILES string**: C=CCC1(C(=O)N[C@H](C)C(=O)NCC(C)C)CN(C(=O)[C@H](C)C2(O)CCC2)C1

Here are the Mulliken charges for atoms 1 to 2, given in e: -0.832 -0.178

[6]
This record from OMol25 describes one molecule with the formula C21H35N3O6. The level of theory is ωB97M-V/def2-TZVPD.

```
65
C21H35N3O6 ωB97M-V/def2-TZVPD
C 4.57347 2.05504 0.09864
H 4.64815 2.91661 -0.55845
H 4.59939 2.38918 1.13205
H 5.42448 1.40127 -0.08254
C 3.26511 1.31498 -0.17913
N 3.12778 0.14664 0.65322
C 1.94161 -0.20398 1.21223
O 0.98333 0.53991 1.18832
C 1.97759 -1.56311 1.90139
C 2.18377 -2.68652 0.87559
C 0.96026 -2.82692 -0.02257
C -0.27440 -3.16283 0.81187
C -0.51554 -2.04007 1.81945
C 0.70494 -1.82674 2.71250
H 0.52080 -0.98171 3.37848
H 0.86635 -2.71508 3.32877
H -0.72306 -1.11441 1.28466
H -1.38139 -2.27379 2.44284
C -1.50507 -3.39995 -0.07969
N -1.94001 -2.21034 -0.77082
C -1.51983 -1.88889 -2.00017
O -0.83100 -2.60000 -2.70698
C -2.02764 -0.50113 -2.45696
N -1.59714 0.54825 -1.54366
C -2.26274 0.88194 -0.42151
O -3.15871 0.19219 0.04173
O -1.80723 2.03085 0.07909
C -2.27192 2.51879 1.35943
C -2.00246 1.48572 2.45159
H -2.65271 0.62431 2.32758
H -2.18248 1.92791 3.42767
H -0.96652 1.16176 2.38729
C -3.75653 2.87373 1.27968
H -4.08548 3.28999 2.22783
H -4.34050 1.98335 1.06255
H -3.92586 3.60663 0.49336
C -1.42463 3.76907 1.59693
H -1.71106 4.24270 2.53120
H -1.56280 4.47474 0.78192
H -0.37555 3.49041 1.64196
C -0.49040 1.31944 -2.07897
C -0.07380 0.53402 -3.31855
H 0.39302 1.16626 -4.07014
H 0.61463 -0.26457 -3.04153
C -1.38567 -0.09700 -3.78179
H -1.22498 -0.96786 -4.41369
H -2.00562 0.63029 -4.30566
H 0.29723 1.40282 -1.32723
H -0.82439 2.33027 -2.33780
H -3.12230 -0.53517 -2.49045
H -2.50820 -1.53405 -0.26719
H -1.25958 -4.14765 -0.83929
H -2.33640 -3.76476 0.52906
H -0.08503 -4.09760 1.35407
H 0.79417 -1.88925 -0.55532
H 1.13128 -3.60507 -0.76813
H 3.06760 -2.49635 0.26297
H 2.34787 -3.62361 1.41386
H 2.83505 -1.54529 2.58660
H 3.87642 -0.52662 0.61792
C 3.18427 0.97181 -1.66530
O 3.17490 1.78405 -2.54832
O 3.14280 -0.34496 -1.88201
H 3.06948 -0.53699 -2.83101
H 2.41287 1.96735 0.05056
```

**HOMO-LUMO gap**: 9.37 eV
**HOMO energy**: -8.847 eV
**Net charge**: 0
**SMILES string**: C[C@H](NC(=O)[C@H]1CC[C@@H](CNC(=O)[C@@H]2CCCN2C(=O)OC(C)(C)C)CC1)C(=O)O

Here are the Mulliken charges for atoms 1 to 2, given in e: -1.710 0.397

What E_tot values result from the calculations? In sequence: -4334.93656 -3212.30500 -3382.75795 -1005.74437 -1286.42672 -1437.05817 hartree.
What max |F| values result from the calculations? In sequence: 4.35 0.27 3.04 0.98 0.25 0.76 eV/Å.